This record from the OMol25 dataset describes a cluster of 8 separate species, C32H84N4O12 in total. The level of theory is ωB97M-V with the def2-TZVPD basis set.

CARTESIAN COORDINATES (ANGSTROEM)
1 C -3.20492 0.85491 -0.85483
2 C -2.07533 1.23607 -1.78742
3 O -1.45783 2.38185 -1.22664
4 H -3.86426 1.62767 -0.45959
5 H -2.81197 0.36257 0.03474
6 H -3.75340 0.03805 -1.32387
7 H -2.57877 1.44202 -2.73199
8 H -1.38227 0.40217 -1.89861
9 H -2.07258 3.09677 -1.40709
10 C 3.57072 4.33146 2.31261
11 C 2.18336 3.90141 1.81713
12 O 2.05397 2.51531 2.22779
13 H 3.48567 4.55905 3.37519
14 H 3.95819 5.23456 1.84106
15 H 4.35439 3.61429 2.06843
16 H 2.16380 4.11236 0.74791
17 H 1.44642 4.54942 2.29158
18 H 1.60286 2.05618 1.51553
19 C 0.71001 3.06331 -4.11197
20 C -0.55642 3.79878 -4.56367
21 O -0.84431 3.42095 -5.86272
22 H 1.59855 3.29645 -4.69868
23 H 0.65372 1.97476 -4.11029
24 H 0.90704 3.34965 -3.07887
25 H -0.37304 4.87318 -4.57498
26 H -1.45136 3.74455 -3.94379
27 H -0.21952 3.84996 -6.45196
28 C 2.56032 -0.12368 -0.10657
29 C 1.54202 0.61508 -0.94914
30 O 0.70392 1.25360 0.03957
31 H 1.95431 -0.90131 0.35834
32 H 3.03235 0.56149 0.59757
33 H 3.32523 -0.67142 -0.65699
34 H 0.91839 0.01507 -1.61185
35 H 1.96789 1.41801 -1.55085
36 H 0.00989 1.73682 -0.41477
37 C -1.53083 3.08733 2.14321
38 O -1.96481 2.14746 3.09495
39 C -1.07711 2.01188 4.18890
40 C -1.19672 3.17199 5.15516
41 N -2.47403 3.15637 5.79672
42 C -2.55227 4.17063 6.80568
43 C -3.88327 4.09698 7.60847
44 O -3.86529 2.91367 8.40512
45 C -5.15067 2.28685 8.62833
46 H -0.46023 3.04053 1.94387
47 H -1.83235 4.11939 2.32223
48 H -1.97496 2.78625 1.19443
49 H -0.09024 1.92509 3.73433
50 H -1.26085 1.06263 4.69213
51 H -0.93421 4.13211 4.71089
52 H -0.40327 3.03906 5.89059
53 H -3.21088 3.24737 5.11199
54 H -2.39743 5.12569 6.30369
55 H -1.76497 4.18882 7.55929
56 H -4.79683 4.18738 7.02082
57 H -3.86584 4.95748 8.27731
58 H -5.75703 2.33898 7.72405
59 H -5.65071 2.82282 9.43504
60 H -5.06620 1.26748 9.00497
61 C -7.84574 -1.96195 -1.72604
62 O -7.02957 -2.56927 -0.73787
63 C -6.92303 -3.97191 -0.84619
64 C -5.72772 -4.48667 0.11321
65 N -4.40157 -4.23475 -0.41750
66 C -3.37376 -4.68724 0.54067
67 C -2.03577 -4.00926 0.20037
68 O -2.12922 -2.61494 0.44719
69 C -0.99080 -1.91719 0.00299
70 H -8.90195 -2.13301 -1.51798
71 H -7.67617 -2.38430 -2.71648
72 H -7.78645 -0.87371 -1.74438
73 H -6.80593 -4.27717 -1.88600
74 H -7.84144 -4.39088 -0.43499
75 H -5.96827 -5.52887 0.32315
76 H -5.82369 -4.01599 1.09166
77 H -4.24389 -3.23737 -0.43895
78 H -3.19904 -5.76300 0.52257
79 H -3.70023 -4.33147 1.51789
80 H -1.74307 -4.17588 -0.83628
81 H -1.24637 -4.42503 0.82653
82 H -0.10466 -2.41680 0.39446
83 H -0.88257 -0.95534 0.50421
84 H -0.96146 -1.79651 -1.07991
85 C 4.67469 -4.87156 -0.04059
86 O 3.65695 -3.93211 -0.19607
87 C 2.80348 -3.72727 0.95928
88 C 2.02588 -5.02018 1.31010
89 N 1.15543 -5.45669 0.21176
90 C 0.33557 -6.58857 0.57431
91 C -0.52638 -6.94544 -0.67994
92 O 0.29204 -7.63614 -1.61055
93 C -0.37692 -7.94479 -2.82666
94 H 5.38131 -4.59516 -0.82314
95 H 4.23487 -5.84609 -0.25256
96 H 5.15334 -4.78644 0.93499
97 H 2.11386 -2.91569 0.72721
98 H 3.39895 -3.43243 1.82334
99 H 1.42176 -4.62207 2.12536
100 H 2.70088 -5.77535 1.71282
101 H 1.79620 -5.68988 -0.53330
102 H -0.15451 -6.41859 1.53296
103 H 1.07328 -7.37726 0.72214
104 H -0.83663 -5.98227 -1.08508
105 H -1.28897 -7.69328 -0.46249
106 H -1.35567 -8.41699 -2.74202
107 H 0.32566 -8.56389 -3.38451
108 H -0.47655 -7.01019 -3.37865
109 C 6.19809 -0.49098 -0.24765
110 O 5.82483 -0.07718 -1.53355
111 C 5.49071 1.29733 -1.64081
112 C 5.29181 1.59789 -3.13597
113 N 5.02649 2.98649 -3.54001
114 C 4.74161 3.06663 -5.03564
115 C 4.55160 4.56860 -5.41459
116 O 3.15331 4.91131 -5.16622
117 C 2.80236 6.12451 -5.89010
118 H 6.34892 -1.56847 -0.31362
119 H 5.42468 -0.38674 0.51332
120 H 7.11226 0.00334 0.08104
121 H 6.26087 1.98415 -1.28975
122 H 4.58906 1.51333 -1.06769
123 H 4.40571 1.03706 -3.43328
124 H 6.16625 1.22649 -3.67032
125 H 4.25974 3.38420 -3.01652
126 H 3.82987 2.55262 -5.33996
127 H 5.46501 2.57503 -5.68611
128 H 4.85057 4.76604 -6.44402
129 H 5.16743 5.23133 -4.80661
130 H 1.72187 6.22333 -5.78579
131 H 2.98001 5.96627 -6.95382
132 H 3.25474 7.03873 -5.50583

Values from the calculation:
LUMO energy (alpha / beta): -2.71 / -8.13 eV
net charge: +1
spin multiplicity: 2
expectation value of S²: 0.7543

This record from the OMol25 dataset describes a cluster of 13 separate species, C32H84O23S5 in total. The level of theory is ωB97M-V with the def2-TZVPD basis set.

CARTESIAN COORDINATES (ANGSTROEM)
1 C 2.82451 -3.58543 -2.24595
2 C 3.14818 -3.69040 -0.74480
3 C 1.73684 -3.83477 -0.17415
4 O 0.96557 -4.32424 -1.27256
5 C 1.72037 -4.59836 -2.41087
6 H 3.64906 -3.75217 -2.93907
7 H 2.44337 -2.60921 -2.54566
8 H 3.71237 -2.86140 -0.31756
9 H 3.78150 -4.56437 -0.59253
10 H 1.40354 -2.81325 0.00893
11 H 1.71498 -4.49874 0.69002
12 H 1.14369 -4.41162 -3.31677
13 H 2.07901 -5.62767 -2.41441
14 C 0.48711 -3.78017 5.73225
15 C -0.26148 -3.37158 4.50442
16 C 0.85643 -2.83027 3.58601
17 O 1.74870 -2.27225 4.45104
18 C 1.79851 -3.01850 5.68288
19 H 0.64610 -4.82612 5.99459
20 H -0.02548 -3.39718 6.61466
21 H -0.88249 -2.52138 4.78652
22 H -0.83685 -4.17968 4.05271
23 H 0.52169 -1.99653 2.96881
24 H 1.32122 -3.58647 2.95337
25 H 1.87619 -2.28815 6.48828
26 H 2.56501 -3.78372 5.80531
27 C 2.63766 1.53882 -4.53820
28 C 1.64446 0.95025 -3.51881
29 C 2.35240 0.69066 -2.22297
30 O 3.70190 1.10427 -2.51595
31 C 3.91785 0.94612 -3.92852
32 H 2.67739 2.61707 -4.69271
33 H 2.51122 1.15482 -5.55046
34 H 1.12770 0.04879 -3.84808
35 H 0.86370 1.69476 -3.36319
36 H 2.33830 -0.36034 -1.93431
37 H 1.98555 1.26311 -1.37102
38 H 4.21631 -0.08419 -4.12214
39 H 4.85058 1.43473 -4.21025
40 C -1.28347 -5.65850 1.17052
41 O -2.66814 -5.48759 0.95501
42 H -0.71773 -5.31450 0.30465
43 H -1.06693 -5.07420 2.06483
44 H -1.21564 -6.73358 1.33697
45 H -2.79083 -4.55066 1.12447
46 C -3.17696 -2.47942 2.50609
47 O -2.55670 -2.76789 1.28086
48 H -3.86444 -1.63654 2.43523
49 H -3.73214 -3.34261 2.87324
50 H -2.42114 -2.25673 3.25926
51 H -1.98892 -2.01361 1.10684
52 C 0.30770 1.26200 3.74223
53 O 0.33102 1.47880 2.32588
54 H -0.50964 0.58078 3.97889
55 H 1.27735 0.92219 4.10610
56 H 0.01837 2.20381 4.20846
57 H 1.16531 1.88127 2.07372
58 C 0.61604 5.36237 2.38831
59 O 1.90614 5.97606 2.53868
60 H -0.03802 5.64566 3.21295
61 H 0.12015 5.76839 1.50664
62 H 0.64292 4.27330 2.35230
63 H 2.27957 5.98236 1.65431
64 C -0.88441 -0.58462 -0.68152
65 O -1.02286 -0.65849 0.70039
66 H -1.67563 -1.02306 -1.28966
67 H -0.84788 0.46424 -0.97587
68 H 0.03644 -1.11247 -0.92950
69 H -0.53745 0.07261 1.08958
70 O 3.80998 6.99355 -2.29456
71 S 3.08290 6.07425 -1.45838
72 O 2.83921 6.39465 -0.02713
73 O 1.70647 5.55672 -2.25013
74 C 0.72203 4.96797 -1.40719
75 C -0.29885 4.40842 -2.37040
76 C 4.11437 4.47547 -1.56327
77 H 0.31286 5.77179 -0.79518
78 H 1.02794 4.13654 -0.77218
79 H -1.20380 4.18010 -1.80734
80 H 0.17042 3.51591 -2.78431
81 H -0.55259 5.07926 -3.19119
82 H 4.09968 4.05685 -2.56957
83 H 3.59736 3.77150 -0.91117
84 H 5.10831 4.73867 -1.20145
85 O -5.68776 1.28665 1.03498
86 S -4.75574 1.91029 1.95605
87 O -5.01030 3.18622 2.63927
88 O -4.22125 0.78120 3.04662
89 C -3.50960 1.33022 4.14784
90 C -3.24774 0.17953 5.11113
91 C -3.07586 2.10908 1.08660
92 H -4.05622 2.09732 4.69637
93 H -2.56191 1.70578 3.76194
94 H -2.79766 -0.70174 4.65410
95 H -4.19601 -0.12749 5.55228
96 H -2.56639 0.56105 5.87159
97 H -3.16909 2.90190 0.34442
98 H -2.74797 1.14401 0.70027
99 H -2.28792 2.43729 1.76448
100 O -1.40613 0.26958 -3.57795
101 S -2.43131 1.29648 -3.48717
102 O -2.97331 1.73816 -2.20920
103 O -1.84691 2.59608 -4.34437
104 C -1.17652 2.31721 -5.57432
105 C -0.64979 3.56970 -6.32252
106 C -3.79867 0.87471 -4.56946
107 H -1.80753 1.80503 -6.30068
108 H -0.40747 1.55126 -5.47432
109 H -0.15757 4.13729 -5.53281
110 H -1.45801 4.10344 -6.82254
111 H 0.11005 3.34577 -7.07126
112 H -4.31657 1.77768 -4.89276
113 H -4.39385 0.23603 -3.91682
114 H -3.47636 0.26069 -5.41040
115 O 2.82174 -0.33133 0.68319
116 S 3.36997 0.89867 1.27397
117 O 2.62491 2.15557 1.23361
118 O 3.69918 0.67653 2.89525
119 C 4.13279 -0.63614 3.28700
120 C 4.43808 -0.75298 4.81953
121 C 5.04184 1.30267 0.52024
122 H 5.04215 -0.84533 2.72362
123 H 3.36128 -1.36348 3.03432
124 H 4.66103 -1.78634 5.08523
125 H 3.51623 -0.48913 5.33787
126 H 5.24191 -0.05535 5.05456
127 H 4.91512 1.83461 -0.42266
128 H 5.65253 0.40468 0.42647
129 H 5.49192 2.04654 1.17765
130 O -4.49957 -4.13343 -3.94983
131 S -3.57782 -2.99274 -3.84964
132 O -3.26641 -2.15817 -5.01306
133 O -4.06584 -1.97920 -2.61588
134 C -4.88458 -2.53449 -1.63921
135 C -5.38133 -1.40840 -0.77962
136 C -1.97134 -3.47243 -3.08158
137 H -4.38342 -3.37727 -1.16311
138 H -5.77345 -2.96754 -2.09798
139 H -6.11343 -1.73560 -0.04132
140 H -5.78684 -0.58040 -1.36106
141 H -4.55620 -0.96279 -0.22403
142 H -1.42921 -4.23657 -3.63861
143 H -2.17662 -3.83079 -2.07285
144 H -1.26425 -2.64611 -3.00871

Values from the calculation:
LUMO energy: 0.04 eV
net charge: 0